[1]
The molecule C16H25N3O2S, computed with the ωB97M-V functional and the def2-TZVPD basis.

The structure (SMILES) is COCCNC(=S)N1CCN(Cc2cccc(OC)c2)CC1. For the frontier orbital gap, the calculation gives 8.59 eV. Its net charge is 0.

XYZ file:
```
47
C16H25N3O2S | OMol25 | the ωB97M-V functional and the def2-TZVPD basis
H 1.1370 -1.3347 0.4889
C -0.6261 -0.8338 -1.7406
C 2.1469 -1.7822 -2.0193
H 2.8775 -1.9751 -1.2321
C -0.8961 -1.2440 1.1205
C 2.0894 2.5196 0.2969
H 1.7117 4.8217 -1.3583
H 2.6246 -1.9725 -2.9867
H 0.3776 0.2192 2.0207
H 1.2113 4.0969 1.4906
H 0.5437 -0.6273 -3.5687
N -0.1529 -2.0428 -1.0784
H -3.7611 0.4051 3.0997
O 0.1665 3.9182 -0.2907
C -4.8620 -2.6586 0.9102
S 3.6502 0.0120 -0.1365
C -3.2240 -1.1426 1.7339
C -2.9480 -0.0457 2.5535
C -2.1923 -1.7381 1.0219
C 0.4820 -0.1633 -2.5793
C 0.7727 5.0607 -0.8477
H -4.3327 -3.5598 1.2361
C -0.6318 -0.1567 1.9376
H -4.6502 -2.4770 -0.1486
O -4.5249 -1.5468 1.7030
H -2.3636 -2.5815 0.3727
H 1.1720 -3.6132 -1.3685
H -1.4614 -1.1061 -2.3979
N 1.7606 -0.3850 -1.9394
H 0.3653 -2.9100 0.7117
H -1.0032 -0.1441 -0.9836
C 0.2050 -1.8942 0.3309
C 0.8828 3.3319 0.7748
C 0.8920 -2.6769 -1.8537
C -1.6608 0.4361 2.6537
H 0.1650 2.6671 1.2632
H 0.7870 1.8439 -1.1605
H 2.8552 3.1759 -0.1371
C 2.2617 0.4119 -0.9620
H 0.0641 5.4594 -1.5712
N 1.6287 1.5660 -0.6794
H 0.4666 -2.9185 -2.8324
H 0.2811 0.8973 -2.7324
H 2.5473 1.9864 1.1346
H -1.4552 1.2819 3.2934
H -5.9331 -2.8020 1.0438
H 0.9699 5.8156 -0.0782
```


[2]
A cluster of 2 separate species, C5H8OS in total in a non-equilibrium geometry, computed with the ωB97M-V functional and the def2-TZVPD basis.

For the frontier orbital gap, the calculation gives 7.77 eV. Its net charge is 0.

XYZ file:
```
15
C5H8OS | OMol25 | the ωB97M-V functional and the def2-TZVPD basis
C -1.2814 -0.6838 0.7784
H 0.7436 -0.0931 -1.9818
C -0.2738 0.4141 0.6655
C 1.1572 0.0618 0.4151
H 1.0717 2.3554 0.7936
H 1.4719 1.1390 -0.1299
S -0.8060 1.8353 1.2675
O 1.3026 -1.0583 -0.4584
C -0.8882 -0.1576 -0.4972
H -2.2437 -0.1804 0.8362
H -1.4932 0.5234 -1.0445
C 0.2384 -0.7910 -1.3637
H -0.0108 -1.7848 -1.9874
H 2.0072 0.0174 1.3104
H -0.9955 -1.5975 1.3962
```


[3]
The molecule C3H2FN in a non-equilibrium geometry, computed with the ωB97M-V functional and the def2-TZVPD basis.

The structure (SMILES) is N#C/C=C/F. For the frontier orbital gap, the calculation gives 10.99 eV. Its net charge is 0.

XYZ file:
```
7
C3H2FN | OMol25 | the ωB97M-V functional and the def2-TZVPD basis
C -1.4406 0.2306 0.0480
H 0.5924 -1.5196 -0.0075
C 0.7571 -0.4107 0.0055
C -0.0599 0.6337 -0.0486
N -2.4082 -0.4162 -0.0250
H 0.4649 1.6270 0.0305
F 2.0943 -0.1449 -0.0029
```


[4]
A structure of composition C31H47InN3O6P2SSi2 in a non-equilibrium geometry, computed with the ωB97M-V functional and the def2-TZVPD basis.

For the frontier orbital gap, the calculation gives 6.28 eV. Its net charge is -1.

XYZ file:
```
93
C31H47InN3O6P2SSi2 | OMol25 | the ωB97M-V functional and the def2-TZVPD basis
H -2.6323 2.3314 -3.6842
H -3.5705 0.4733 2.4600
C -1.8584 2.7667 -1.0175
N 1.8479 0.8285 -3.3016
C 5.4591 1.2949 -3.4398
H 2.5019 2.9254 3.8875
C 2.4705 2.2946 1.7971
H -3.2731 -1.6035 0.0933
C 1.1405 -2.4969 -3.6827
O 0.2627 3.4360 2.9950
H 0.1231 -0.9131 4.8498
O 4.2446 0.7086 0.4586
H -2.2081 -5.3471 0.7814
O 0.6077 3.9807 0.5624
C -4.7605 -0.3266 -0.5469
C -2.7109 0.3979 3.2151
O -0.2387 1.6181 1.2669
C -4.2659 1.9904 -0.8839
C -3.4693 -0.5812 -0.2394
H 4.5917 4.3838 -4.4621
H -1.1764 1.4197 -4.0570
H -3.1385 0.7155 4.1655
H -2.0404 1.2200 2.8779
H -0.0239 4.3775 3.0634
H -3.2244 -3.5079 3.7585
Si -0.6125 -3.6909 1.8225
H -1.4365 -1.0202 5.8052
P 2.8487 0.5996 0.9964
C -0.8624 -1.4221 4.9711
H -0.9611 -4.5983 4.1487
C -5.1841 0.9875 -0.8295
H 2.0225 -2.5607 -4.2977
C 3.1463 2.8420 -4.1100
H 1.6577 -3.7920 0.6784
H -2.5521 3.5539 -1.3605
H 0.2054 -1.3577 2.4550
H -2.5160 -3.7203 0.3691
O 2.7724 -0.3449 2.3679
C -0.6599 -1.7263 1.9421
H 4.1136 2.3478 3.2287
H 0.3729 3.7652 -1.8147
H -4.1909 -2.2865 2.9181
C 0.1689 -3.4739 -3.6895
C 0.9625 -1.3935 -2.8078
N -1.0057 2.3369 -2.2054
S 3.7873 -0.8416 -2.7909
C -1.0174 -3.3657 -2.9486
H -5.5263 -1.1076 -0.5955
H -3.8693 -2.1172 4.7722
C -1.1380 -2.2412 -2.1208
H -0.6823 4.2537 -3.1470
N 3.2200 3.2952 0.9716
C -3.4380 -2.4255 3.7472
C -0.0431 -4.3828 3.5371
H 0.9027 -5.3980 0.4685
C 5.5461 2.5608 -3.9149
H 6.4886 3.0313 -3.9795
C -2.8922 1.7031 -0.6850
H 2.5427 3.7421 0.3080
H 3.6596 4.0176 1.5642
H 0.5132 2.8895 -3.3484
C -0.1131 -1.2839 -1.9240
H 2.7913 1.1850 3.6008
H -2.2616 0.7884 -2.8194
H -0.7511 -2.4957 5.2076
C 4.4203 3.3727 -4.1918
C -0.1641 3.3929 -2.7017
H 4.0208 2.8159 0.4823
In -0.2956 -0.1152 0.0701
H 3.1741 -1.2312 2.3892
H -1.7949 -4.1391 -2.9674
C 4.1918 0.7103 -3.3627
C -1.8309 1.7175 -3.2809
H -6.2527 1.1695 -1.0671
H -4.5482 2.9688 -1.3218
O 1.8050 0.0740 0.0637
H -3.1172 -4.2502 1.8773
H 2.1861 3.3888 -4.2476
H 0.3808 -4.0211 -0.4798
P 0.6555 2.8334 1.5881
H -1.2471 3.0806 -0.1739
C 2.9784 2.1964 3.2594
C 0.6928 -4.3352 0.4899
H 0.3037 -4.2961 -4.4001
C 2.0497 -0.3861 -2.8835
H -2.1243 -2.1472 -1.6368
H 0.5173 -5.3549 3.5344
C -2.4951 0.4124 -0.3174
H 6.3476 0.7738 -3.1736
C 2.9872 1.5302 -3.6054
Si -1.9361 -1.3553 3.3675
C -2.2360 -4.3314 1.2496
H 0.6647 -3.7142 4.0312
```


[5]
A structure of composition C27H47N6O4SZr, computed with the ωB97M-V functional and the def2-TZVPD basis.

For the frontier orbital gap, the calculation gives 5.16 eV. Its net charge is +3.

XYZ file:
```
86
C27H47N6O4SZr | OMol25 | the ωB97M-V functional and the def2-TZVPD basis
H 3.5983 -1.5306 2.2585
C -1.0240 -2.4526 3.1201
H -3.1682 -2.3272 -0.3824
H 0.7021 0.9489 -4.8879
H 2.6918 -1.9067 -3.5748
C -2.3121 -1.7628 -0.0056
H 0.4309 0.6828 3.2830
H -3.5412 -0.2736 0.9963
H 2.8579 -8.1320 -1.5034
H 4.9435 -7.9393 -2.7859
H 0.8495 -2.1696 -1.9179
H 0.6145 0.7586 -1.8495
H -1.2323 -2.8475 -1.7180
C 0.2166 -1.7953 -2.7246
N -1.7177 -0.9151 -1.1160
N -0.6312 -6.1041 0.4514
N 1.6080 -0.0006 1.0440
H 3.1105 0.9738 -1.1817
O -2.4788 1.6361 0.2129
H 0.2628 -2.5854 -3.4777
C 2.5965 0.0427 -1.3857
H 3.1713 -0.3458 3.5101
C 3.9990 -4.6955 -2.8031
H 0.8098 -0.6804 4.2822
C 2.1558 -1.1366 -4.1363
O 0.1239 2.2247 1.5468
C -0.9905 -0.9331 3.1775
H -1.9999 0.6061 2.2698
C -1.2526 -1.8860 -2.2267
H -1.7051 0.6399 4.5107
C -1.8018 -0.4423 4.3697
C 3.1797 -7.1590 -1.8663
N 1.4449 0.4027 -2.3186
H -2.7307 0.1860 -2.6875
C 0.4160 -5.4886 -0.1273
O 1.2557 2.4548 -0.3460
H -3.2175 -1.7096 1.9207
C 4.7744 -5.8146 -3.0574
H -0.7115 0.7828 -3.8369
H 5.6973 -5.7275 -3.6167
H 3.2749 -0.5751 -1.9616
H 3.2823 1.4097 0.9740
H 2.6650 -2.0252 3.6533
C 0.0819 0.2294 -4.3433
C 0.4554 -0.4050 3.2905
C -2.7620 0.0759 -1.6134
C 1.4793 -0.9452 2.2585
H -2.0341 -2.9548 -3.8960
S 0.6201 -3.7957 0.0848
H 1.8197 -1.5923 -5.0683
H -0.6631 -2.8797 2.1840
H 2.2140 -3.9143 -1.8963
C 1.2565 2.2407 0.8619
C 0.9337 -0.6045 -3.3915
H -2.8609 -0.6865 4.2504
H -3.2857 -2.1446 -2.9765
H 3.2918 -1.0321 0.2650
H -0.3812 -2.8282 3.9194
O -1.0081 1.6035 -1.3829
H 1.7583 1.2248 -2.8413
C 4.3550 -7.0517 -2.5898
C -2.2662 -2.0348 -3.3581
H -3.7705 -0.1693 -1.2989
H -1.4566 -0.9307 5.2809
C -2.7725 -0.9949 1.2364
C -2.2060 1.3095 -0.9594
H 2.3940 1.3991 2.5055
H -1.5398 -2.4740 0.2780
N -1.6170 -0.2803 1.9051
C 2.8161 -4.7910 -2.0776
H 1.7552 -1.6373 -0.2786
H 1.1209 -1.8880 1.8427
H -2.0266 -2.8355 3.3213
H -0.7398 -7.1064 0.4350
C 2.3110 -0.7227 -0.0884
N 1.2111 -6.2729 -0.8491
H 0.9911 -7.2571 -0.8061
H -1.1748 -5.5979 1.1248
H 2.8508 -0.3335 -4.4071
H -0.3649 -0.4258 -5.0895
C 2.8123 -1.2089 2.9449
H -2.2568 -1.2242 -4.0866
C 2.3073 1.2969 1.4311
H 4.3181 -3.7287 -3.1779
Zr -0.4439 0.7183 0.3724
C 2.4150 -6.0310 -1.5991
```


no.,electronic energy (Eh),E_HOMO (eV)
1,-1337.58151,-7.90
2,-668.52620,-8.52
3,-270.08205,-10.56
4,-3675.43863,-4.43
5,-2130.92859,-15.47